The following is a DFT calculation (ωB97M-V with the def2-TZVPD basis set) of a structure of composition C25H28N4PbS at a distorted geometry.

```
59
C25H28N4PbS | the Open Molecules 2025 dataset | ωB97M-V with the def2-TZVPD basis set
Pb 0.069 0.006 -0.484
S 1.274 -1.350 1.616
N 2.313 -0.752 -1.233
N -2.350 0.406 -1.813
N -0.798 1.698 2.237
N -1.996 1.097 1.802
C -0.909 -2.007 -1.254
C -2.264 -2.045 -1.501
C 4.685 -0.856 -0.617
C -1.836 3.756 2.810
C 2.899 -1.074 1.101
C -3.016 -3.247 -1.363
C -0.896 2.316 4.722
C -4.895 0.229 -2.958
C -0.802 2.759 3.232
C 5.005 -0.789 -2.027
C -2.931 -0.787 -1.966
C -4.379 1.502 -2.618
C 0.557 3.480 3.102
C -4.182 -0.912 -2.657
C -2.308 -4.420 -1.272
C 1.621 -0.662 -3.627
C 5.627 -0.930 0.398
C -0.907 -4.401 -1.241
C 3.849 -1.103 2.079
C 3.295 -0.890 -0.283
C 4.012 -0.708 -2.954
C -0.184 -3.215 -1.129
C -3.085 1.514 -2.060
C 5.209 -1.012 1.734
C 2.637 -0.762 -2.522
H -1.551 4.720 3.253
H 3.519 -1.257 3.082
H 1.790 0.271 -4.198
H -1.875 1.905 4.985
H 0.617 4.291 3.856
H -0.705 3.163 5.372
H -1.849 3.907 1.740
H -4.111 -3.172 -1.332
H -2.563 2.433 -1.811
H -2.836 3.578 3.167
H 1.386 2.789 3.176
H 0.885 -3.215 -0.890
H -5.916 0.136 -3.395
H -0.190 0.963 2.588
H 1.694 -1.473 -4.340
H -0.434 -5.392 -1.217
H 0.578 -0.680 -3.222
H -2.345 1.696 1.056
H 6.039 -0.624 -2.339
H -4.504 -1.887 -3.071
H 5.935 -1.129 2.520
H -0.167 1.566 4.966
H -4.854 2.477 -2.787
H 4.269 -0.669 -3.976
H -2.799 -5.374 -1.217
H 0.689 4.012 2.110
H -2.718 0.974 2.462
H 6.700 -0.849 0.208
```

total charge: +2
LUMO energy (alpha / beta): -9.366 / -8.884 eV
2S+1: 1
HOMO-LUMO gap (alpha / beta): 4.7 / 5.4 eV

The following is a DFT calculation (ωB97M-V with the def2-TZVPD basis set) of an isolated molecule of C5H10O.

```
16
C5H10O | the Open Molecules 2025 dataset | ωB97M-V with the def2-TZVPD basis set
O -0.234 1.308 0.811
C -1.056 0.123 0.884
C -0.240 -0.322 -1.476
C -1.452 -0.204 -0.550
C 1.051 1.345 0.534
C 1.867 0.100 0.817
H 2.629 0.007 0.035
H 2.431 0.399 1.714
H -2.109 0.590 -0.922
H -0.557 -0.330 -2.522
H 0.423 0.542 -1.370
H -1.922 0.401 1.490
H 0.327 -1.241 -1.279
H -0.532 -0.704 1.368
H 1.415 -0.884 1.002
H -2.042 -1.130 -0.536
```

total charge: 0
LUMO energy: 0.970 eV
2S+1: 1
HOMO-LUMO gap: 9.0 eV

The following is a DFT calculation (ωB97M-V with the def2-TZVPD basis set) of an isolated molecule of C6H10O.

```
17
C6H10O | the Open Molecules 2025 dataset | ωB97M-V with the def2-TZVPD basis set
O -0.040 -0.830 1.480
C -0.392 -0.283 0.215
C 2.076 0.351 -0.085
C -0.808 1.134 0.352
C 0.869 -0.387 -0.654
C -1.546 -1.079 -0.404
C -1.187 2.274 0.436
H 0.625 -0.009 -1.654
H -2.452 -0.978 0.202
H 2.957 0.191 -0.715
H -1.776 -0.718 -1.412
H 1.096 -1.455 -0.754
H -1.519 3.287 0.503
H 1.889 1.428 -0.031
H -1.274 -2.138 -0.453
H 2.304 -0.003 0.924
H -0.821 -0.785 2.049
```

total charge: 0
SMILES: C#C[C@](C)(O)CC
LUMO energy: 0.951 eV
2S+1: 1
HOMO-LUMO gap: 11.1 eV

The following is a DFT calculation (ωB97M-V with the def2-TZVPD basis set) of a cluster of 2 separate species, CHNO3S in total at a distorted geometry.

```
7
CHNO3S | the Open Molecules 2025 dataset | ωB97M-V with the def2-TZVPD basis set
S -0.931 -0.338 -1.280
O -1.890 0.738 -1.421
O 0.162 -0.348 -2.189
O -0.960 -1.378 -0.285
N 1.135 0.463 0.637
C 1.153 0.541 1.792
H 1.331 0.322 2.747
```

total charge: 0
SMILES: O=S(=O)=O.C#N
LUMO energy: -0.337 eV
2S+1: 1
HOMO-LUMO gap: 11.6 eV

The following is a DFT calculation (ωB97M-V with the def2-TZVPD basis set) of a cluster of 5 separate species, C2H12O3S2 in total at a distorted geometry.

```
19
C2H12O3S2 | the Open Molecules 2025 dataset | ωB97M-V with the def2-TZVPD basis set
S -2.368 -0.493 -0.693
S 2.340 0.503 0.696
O 1.426 1.602 -1.999
O -2.060 0.631 2.390
O 0.319 -1.221 -2.391
C 0.240 -1.206 1.289
C 0.701 0.218 1.245
H 0.040 -1.390 -3.291
H 0.955 -1.882 1.777
H 0.011 -1.621 0.324
H -3.687 -0.497 -0.947
H 1.138 0.704 -2.278
H -0.586 -1.312 1.989
H -0.530 -1.100 -1.855
H -2.701 1.317 2.527
H 1.913 1.480 -1.211
H 0.535 0.664 2.251
H -2.281 0.259 1.504
H 0.176 0.878 0.524
```

total charge: 0
LUMO energy: -5.190 eV
2S+1: 1
HOMO-LUMO gap: 3.2 eV